No. 1
{"formula": "C66H198N33O11P11", "method": "the ωB97M-V functional and the def2-TZVPD basis", "orbital_gap_ev": 8.56, "mol_weight_g_mol": 1971.24, "e_tot_ha": -9023.4037, "smiles": "CN(C)P(=O)(N(C)C)N(C)C.CN(C)P(=O)(N(C)C)N(C)C.CN(C)P(=O)(N(C)C)N(C)C.CN(C)P(=O)(N(C)C)N(C)C.CN(C)P(=O)(N(C)C)N(C)C.CN(C)P(=O)(N(C)C)N(C)C.CN(C)P(=O)(N(C)C)N(C)C.CN(C)P(=O)(N(C)C)N(C)C.CN(C)P(=O)(N(C)C)N(C)C.CN(C)P(=O)(N(C)C)N(C)C.CN(C)P(=O)(N(C)C)N(C)C", "total_charge": 0, "multiplicity": 1, "max_force_ev_per_a": 3.937, "e_lumo_ev": 0.3, "symbols": ["P", "H", "H", "H", "C", "C", "H", "C", "C", "N", "C", "H", "H", "C", "H", "H", "H", "H", "H", "H", "C", "H", "H", "H", "H", "H", "N", "H", "H", "H", "H", "H", "H", "C", "H", "C", "H", "H", "H", "H", "P", "H", "O", "P", "C", "H", "C", "H", "H", "C", "H", "N", "H", "H", "H", "H", "H", "H", "H", "H", "H", "H", "O", "O", "H", "C", "H", "H", "H", "C", "C", "H", "H", "H", "H", "C", "N", "H", "O", "H", "C", "C", "H", "H", "H", "H", "H", "P", "H", "H", "H", "H", "N", "H", "N", "H", "N", "H", "C", "C", "H", "H", "H", "H", "H", "H", "H", "C", "N", "P", "H", "H", "H", "C", "C", "H", "H", "H", "H", "H", "C", "H", "H", "N", "N", "H", "H", "H", "H", "O", "H", "H", "H", "H", "H", "C", "H", "H", "H", "H", "H", "P", "H", "H", "N", "O", "H", "C", "H", "N", "H", "H", "H", "P", "H", "H", "H", "H", "C", "H", "H", "H", "H", "C", "H", "C", "N", "H", "C", "N", "H", "H", "N", "H", "H", "N", "O", "H", "H", "C", "H", "H", "C", "N", "H", "H", "H", "C", "H", "H", "C", "H", "H", "C", "H", "H", "H", "H", "H", "N", "H", "H", "H", "C", "H", "H", "N", "C", "H", "H", "C", "P", "H", "C", "N", "H", "N", "H", "H", "H", "H", "C", "H", "H", "H", "H", "H", "C", "H", "C", "C", "C", "H", "H", "H", "C", "C", "H", "H", "H", "C", "H", "H", "C", "H", "H", "H", "H", "H", "N", "O", "H", "N", "N", "H", "H", "H", "C", "H", "C", "H", "H", "H", "H", "N", "H", "H", "H", "O", "C", "N", "C", "C", "H", "N", "P", "N", "N", "H", "C", "O", "H", "P", "H", "N", "C", "H", "H", "H", "N", "C", "O", "C", "H", "H", "H", "C", "H", "H", "H", "P", "N", "H", "H", "C", "H", "H", "H", "C", "H", "N", "C", "C", "C", "C", "C", "C", "H", "H"], "coordinates": [[2.140, 2.455, 5.405], [-6.517, 5.201, -4.514], [-9.162, 1.116, 5.801], [-3.572, -1.065, 0.459], [3.323, -3.221, 3.767], [-5.740, 2.415, -4.830], [6.249, 5.758, -1.815], [0.198, 2.613, -6.236], [7.463, 1.004, 0.231], [-3.411, -4.974, 2.666], [-4.812, 2.610, 5.476], [1.703, 1.166, -0.989], [0.738, -1.831, -3.411], [-3.899, 5.063, -1.096], [-5.676, -2.935, -3.477], [-5.525, 4.573, 4.066], [5.130, -8.394, 6.000], [0.973, -8.106, 5.625], [-8.910, -6.440, -0.666], [-0.096, -5.765, 2.863], [0.631, 7.734, -2.108], [0.155, 5.012, 5.854], [-3.844, 4.864, -6.260], [3.551, -3.413, 6.815], [6.279, 7.265, -2.769], [5.503, 7.737, -0.413], [3.127, 6.932, -4.125], [-4.689, 2.352, -0.387], [2.736, -0.033, -0.064], [2.117, 5.516, -5.212], [-4.078, 0.523, 1.166], [-4.822, -1.735, -2.435], [-5.032, -5.980, -0.685], [1.694, 5.871, -0.956], [4.616, 2.598, 3.011], [2.190, -6.304, 7.052], [6.769, -0.353, -6.150], [-4.411, 1.672, 5.892], [6.659, 0.114, -2.467], [-6.852, -1.013, -0.417], [-6.295, 1.414, 3.548], [2.707, 1.623, -3.505], [2.596, -5.884, 3.193], [7.054, -1.701, 0.261], [0.769, -7.092, 5.232], [5.397, 3.273, -1.366], [-4.762, -4.721, 3.328], [6.006, -5.132, 4.733], [7.628, -1.752, 3.867], [7.156, 3.893, -5.609], [0.294, -0.317, 4.843], [-0.864, 1.468, -1.345], [-0.506, -2.576, 4.951], [-2.652, 5.573, -5.193], [-2.141, -3.015, 0.345], [-0.065, 6.979, -2.527], [0.089, -2.907, -6.859], [1.808, -0.568, -1.512], [3.343, 0.404, -2.705], [3.947, 2.203, -1.099], [-1.878, -1.420, -5.774], [2.842, -0.554, 6.662], [-2.306, 3.856, -3.591], [-6.432, 1.567, 2.071], [2.207, -7.393, 7.275], [8.144, -3.456, 2.033], [4.071, -3.063, 0.831], [4.887, 1.314, 4.304], [-0.783, -3.752, -0.290], [3.810, 7.565, -5.259], [-7.206, -4.515, 0.697], [3.861, 7.439, 0.109], [0.947, -4.756, 1.862], [5.472, 5.897, -3.450], [8.565, -3.686, 1.042], [0.205, 0.398, 5.649], [1.459, 1.046, 6.083], [-0.356, -1.455, 1.666], [2.037, 0.243, -6.413], [-3.943, 3.282, 5.597], [5.060, -3.466, 0.729], [7.100, 0.600, -5.676], [-7.406, 0.780, 6.307], [-0.777, 0.371, -3.131], [4.069, 8.571, -4.941], [-0.479, 1.149, 5.277], [2.508, 1.687, 2.009], [-0.891, 0.092, -0.445], [-1.364, -1.700, -4.080], [8.177, 0.666, -5.584], [-0.348, 3.475, -6.690], [-4.651, -4.147, -0.987], [0.126, -1.017, -5.212], [0.653, -2.155, 0.407], [-6.620, -2.703, -1.731], [-0.116, 3.152, 2.835], [-4.503, 2.369, -4.063], [0.346, -3.265, 3.594], [2.365, 1.234, 2.952], [-7.432, -1.690, -1.006], [3.389, -8.211, 5.567], [4.505, -8.536, 4.261], [7.665, -0.393, 2.789], [-4.716, 5.656, -0.680], [9.019, -3.281, 2.644], [5.691, -6.240, 3.403], [-8.346, 2.553, 2.576], [-0.016, -5.224, 1.917], [6.559, -0.120, 0.533], [-7.327, -4.199, -1.993], [-0.880, -2.937, -5.307], [3.997, 0.647, -4.329], [1.879, 5.375, -3.460], [-5.787, -2.159, -2.790], [-0.180, -3.501, 4.489], [0.874, 8.515, -2.863], [-8.059, -1.230, -1.800], [-5.597, 2.854, -5.815], [-6.478, -3.730, 0.635], [1.526, 6.100, 0.194], [5.842, -6.163, 4.478], [4.794, -4.586, 6.461], [3.721, 3.623, -2.067], [2.895, 2.069, 4.004], [-4.468, 4.960, -4.243], [1.646, 0.049, 7.911], [-2.528, -5.521, 5.597], [-5.664, 2.941, 6.078], [0.758, 5.325, -1.265], [-2.644, -2.482, 2.903], [-3.411, 0.529, -4.436], [-3.935, -5.560, -1.960], [0.179, 4.791, 3.405], [3.018, 1.048, 7.305], [-6.345, -1.373, -3.276], [4.405, -8.013, 5.257], [4.892, -4.488, 0.347], [-3.279, 5.690, -1.734], [-1.341, -4.468, 6.393], [-6.138, 1.424, -4.809], [-3.222, 1.371, -2.825], [-3.804, 3.702, -3.417], [-8.115, 2.446, 6.290], [-3.595, 0.563, 4.045], [3.556, -4.200, 4.830], [7.213, 2.809, -2.856], [-5.591, -4.517, 2.685], [-0.078, 3.926, 5.802], [-6.858, -7.037, -2.470], [-5.175, 2.516, 4.120], [0.129, 2.792, -5.187], [4.945, -2.923, 5.820], [2.568, 5.177, -1.046], [6.203, 2.179, -3.704], [-1.160, 2.819, 0.235], [-7.523, -0.830, 4.774], [-9.783, -5.240, 0.411], [4.263, -2.693, 3.661], [3.664, 1.142, -3.449], [-2.093, 2.130, -7.215], [-6.888, -1.493, 3.279], [-6.726, -5.465, 0.794], [4.776, 7.037, -5.545], [7.189, -1.335, 2.960], [-4.156, -0.896, 3.113], [-4.269, -0.287, 4.001], [1.905, 7.110, -1.700], [-2.084, 1.638, -5.594], [-8.106, 1.468, 5.751], [-1.314, -4.356, 4.261], [7.495, 1.779, 1.037], [-2.194, -4.751, -0.137], [-5.669, 0.076, 4.267], [-1.242, 3.420, -1.418], [-2.126, 0.332, -6.910], [-0.268, 1.334, -6.709], [8.249, -1.770, -0.628], [-5.862, 5.524, -2.916], [1.326, 1.108, 3.226], [-3.732, 5.480, -5.390], [8.465, 0.561, 0.139], [5.136, 0.330, 2.092], [0.551, 3.776, 3.478], [1.891, -6.203, 5.603], [5.237, -3.213, -2.242], [-1.141, 2.127, -3.350], [4.816, 1.184, 0.584], [5.205, 0.241, 1.016], [8.079, 3.646, -5.072], [4.029, 2.511, -5.603], [4.227, -3.726, 6.013], [5.542, -3.444, 1.620], [6.749, 1.399, -6.309], [1.207, -1.530, -4.347], [-3.879, -6.947, 1.838], [-0.942, -0.731, -9.769], [8.016, -0.511, -3.447], [-3.479, 0.313, -0.553], [5.433, -1.434, -1.854], [-1.072, -4.235, 1.756], [4.035, -2.293, -1.356], [0.806, -0.630, -9.692], [0.701, -7.120, 4.168], [-1.590, -3.992, 0.381], [5.022, 6.093, 0.103], [-6.973, -6.066, -3.894], [4.496, -6.586, 5.086], [-0.099, -0.351, -9.184], [-6.191, -1.944, 4.842], [3.407, 4.767, -4.209], [-6.597, -1.106, 4.295], [-2.154, -3.904, 2.927], [-9.739, 2.237, 3.649], [5.650, 6.375, -2.480], [0.806, 3.305, 4.818], [4.422, -0.455, 0.784], [7.362, -2.272, 1.852], [4.654, 3.076, 4.655], [-5.512, 3.766, 2.490], [-0.216, -6.827, 5.618], [7.317, 1.541, -0.668], [-6.313, -6.329, -3.062], [-2.849, -6.986, 3.271], [5.215, 2.441, -6.884], [-2.197, -6.552, 1.701], [-0.317, -0.131, 6.445], [-4.712, -3.858, 3.996], [-0.668, 2.747, -0.740], [3.146, -5.847, 7.305], [-1.097, -1.823, -5.101], [1.777, 0.118, -0.636], [-5.045, 3.838, 3.441], [-4.081, 6.472, -5.651], [-5.027, -5.700, 3.908], [1.271, 2.665, -6.594], [-8.659, 2.537, 3.560], [2.625, 5.534, -4.263], [0.060, 3.626, 6.828], [-0.140, 0.734, -9.216], [1.625, -2.439, -4.815], [-1.636, 0.634, 2.171], [3.053, -3.686, 2.789], [1.511, 3.837, 2.952], [4.866, 3.005, -6.035], [-0.740, 1.271, 2.335], [0.489, 1.588, -2.975], [1.363, -1.327, 1.807], [-3.884, -1.044, 4.783], [-4.735, 0.354, -3.255], [-7.988, -4.513, -0.543], [-8.296, -4.304, -3.074], [-5.703, 2.236, -1.745], [0.591, -0.067, 0.343], [6.485, 0.718, -4.345], [-5.383, -6.692, -3.529], [0.507, -3.935, 5.216], [0.354, 3.134, -0.635], [4.468, 2.839, -1.814], [-7.831, -4.210, 1.531], [0.572, -1.326, 1.089], [7.091, 4.986, -5.610], [-9.799, -5.167, -1.379], [-0.437, -2.998, -8.477], [-1.521, -0.241, 2.806], [-1.909, 0.333, 0.813], [1.336, -5.893, 7.597], [6.647, -6.793, 4.897], [7.271, 3.572, -6.660], [3.020, 3.234, 6.416], [-5.250, 2.927, -1.081], [6.005, 3.169, -5.094], [4.321, 2.269, 3.975], [5.134, -2.463, -1.520], [2.814, 0.296, 2.919], [5.803, -2.730, -0.267], [3.141, -5.792, 4.554], [-4.304, 3.838, -1.802], [-7.767, 1.664, 4.329], [-5.668, 6.652, -4.127], [2.284, 0.291, 7.032], [3.464, 9.076, -2.652], [-6.496, 3.049, -4.378], [3.246, 7.590, -2.603], [-2.438, 1.200, 2.584], [4.709, 2.020, -3.006], [-3.354, 0.053, 0.477], [7.600, -4.335, 2.494], [-2.867, -3.829, 5.779], [-3.273, 4.780, -0.230], [-5.957, -5.092, -2.313], [-0.572, 1.407, -2.783], [-1.242, -1.022, -1.331], [-4.806, -5.163, -1.433], [0.077, -5.999, 1.141], [1.271, -2.609, -8.194], [2.633, -2.417, 4.121], [-9.158, -5.346, -0.504], [2.059, -0.812, -4.163], [4.534, 4.021, -6.278], [0.092, 8.233, -1.258], [0.570, -0.075, -6.515], [-0.144, -0.954, -7.785], [3.169, 7.600, -6.181], [-1.089, 3.690, 5.553], [-5.720, 5.577, -3.945], [-6.008, 3.513, -0.564], [-8.499, 3.507, 4.084], [-8.178, -2.225, -0.444], [-3.917, 1.058, -3.591], [6.428, -1.305, -3.592], [4.376, 6.607, -1.767], [6.946, -0.303, -3.443], [4.749, 6.953, -0.412], [-1.748, 1.310, -6.582], [-2.076, -4.511, 5.556], [-3.077, -6.415, 2.362], [0.257, -2.436, -7.839], [-4.020, 4.165, 3.337], [6.108, -1.140, 3.155]]}

=====

No. 2
{"formula": "C18H30Cl3F3GeINO2SbY", "method": "the ωB97M-V functional and the def2-TZVPD basis", "orbital_gap_ev": 7.93, "mol_weight_g_mol": 865.98, "e_tot_ha": -5242.4859, "total_charge": 0, "multiplicity": 1, "max_force_ev_per_a": 0.846, "e_lumo_ev": -0.3, "symbols": ["Y", "C", "H", "C", "H", "H", "I", "Sb", "N", "C", "H", "C", "H", "C", "H", "Cl", "H", "C", "C", "C", "H", "H", "C", "C", "H", "H", "H", "Cl", "Cl", "H", "H", "C", "O", "F", "H", "H", "H", "H", "H", "C", "C", "H", "H", "H", "C", "H", "H", "C", "H", "H", "O", "H", "F", "H", "H", "C", "H", "F", "Ge", "C", "C"], "coordinates": [[-1.898, 0.032, -0.063], [-5.058, 1.036, 0.275], [5.161, -2.920, 0.954], [5.050, 0.974, 2.686], [4.296, 1.727, 2.926], [-5.908, -3.416, -0.721], [-5.137, -3.326, 4.405], [3.122, -0.131, 0.559], [-3.393, -1.818, 0.794], [-5.590, -3.386, 1.405], [4.569, -3.516, 2.498], [4.646, -2.628, 1.866], [2.854, -0.842, -2.019], [4.752, -1.795, -1.604], [4.175, 0.280, -1.833], [-7.485, 2.318, 0.194], [6.019, 1.370, 2.998], [-1.999, 2.949, -2.476], [-5.822, 2.238, -0.367], [-5.288, -3.065, 0.092], [0.530, 0.660, -2.530], [0.672, 5.019, -2.287], [5.034, 0.628, 1.200], [3.759, -0.652, -1.441], [-3.013, -1.742, 2.821], [-3.930, -1.991, -1.188], [4.320, -2.745, -1.286], [-4.977, 3.737, 0.067], [-5.803, 2.026, -2.133], [1.008, 2.068, -3.479], [1.387, 4.564, -0.731], [-0.419, -2.050, -0.229], [-5.619, 0.307, 1.057], [-1.539, -1.191, -1.788], [-0.222, 5.295, -0.784], [2.730, -1.880, 2.520], [5.288, -1.917, 2.389], [5.234, 1.514, 0.595], [-1.792, 3.388, -3.453], [0.456, 4.612, -1.298], [-4.193, -2.269, -0.173], [5.802, -0.108, 0.956], [5.050, -1.908, -2.650], [5.661, -1.633, -1.023], [3.265, -2.044, 1.581], [1.879, 1.670, -1.991], [-2.451, 1.968, -2.648], [-3.675, -2.131, 2.056], [-2.742, 3.563, -1.967], [0.316, 1.904, 0.789], [-3.839, 0.958, -0.133], [-6.451, -3.995, 1.642], [-0.896, -3.255, -0.237], [-1.261, 2.700, 0.898], [4.842, 0.100, 3.307], [0.894, 1.688, -2.462], [2.658, -2.749, 1.008], [0.731, -2.098, -0.825], [-0.338, 2.825, -1.432], [-4.765, -2.909, 2.406], [-0.662, 1.994, 0.304]]}

=====

Sequential energy above the lowest of the compared OMol25 structures with the same formula, charge and spin output: 16.4; 11.5 kcal per mole